1.
DFT (ωB97M-V with the def2-TZVPD basis set) results for a molecular structure, C41H43BKN15OS2.

Values from the calculation:
* net charge: -1
* Kohn-Sham gap (alpha / beta): 6.73 / 4.90 eV
* relative energy (zero: lowest compared OMol25 entry of this formula, charge and spin): 3.111 eV
* multiplicity: 2
* LUMO (alpha / beta): 1.80 / -0.06 eV

Structure (XYZ):
```
104
Properties=species:S:1:pos:R:3:mulliken_spin:R:1
K 0.161 -0.260 0.271 -0.0055
C 0.366 -2.990 3.240 -0.0046
C 1.625 -2.459 2.635 0.0006
C 2.795 -3.147 2.261 -0.0004
C 3.589 -2.180 1.687 0.0002
N 2.929 -1.004 1.740 0.0005
N 1.720 -1.175 2.318 0.0001
B 3.440 0.336 1.111 0.0003
N 2.629 1.551 1.597 0.0000
C 3.097 2.504 2.436 0.0000
C 2.081 3.395 2.682 0.0000
C 0.993 2.905 1.935 -0.0008
C -0.390 3.456 1.798 0.0008
N 1.332 1.800 1.294 0.0003
N 3.482 0.163 -0.422 0.0012
C 4.503 -0.349 -1.139 -0.0003
C 4.036 -0.635 -2.402 -0.0008
C 2.679 -0.261 -2.371 0.0000
C 1.660 -0.325 -3.464 0.0039
N 2.357 0.206 -1.173 -0.0013
N 4.888 0.514 1.623 0.0001
C 5.392 0.135 2.820 0.0000
C 6.608 0.751 2.983 0.0000
C 6.768 1.527 1.813 0.0000
C 7.900 2.427 1.436 0.0000
N 5.727 1.381 1.010 0.0000
H 0.568 -3.588 4.130 0.0003
H -0.172 -3.615 2.524 0.0004
H -0.281 -2.158 3.518 0.0019
H 3.023 -4.192 2.390 -0.0002
H 4.575 -2.243 1.254 0.0001
H 4.118 2.498 2.778 0.0000
H 2.118 4.282 3.291 0.0000
H -0.414 4.526 2.002 -0.0002
H -1.088 2.972 2.487 0.0005
H -0.760 3.293 0.785 -0.0004
H 5.487 -0.437 -0.713 0.0000
H 4.595 -1.022 -3.238 -0.0001
H 2.081 -0.782 -4.359 -0.0005
H 1.298 0.673 -3.716 0.0000
H 0.794 -0.916 -3.158 -0.0004
H 4.850 -0.537 3.464 0.0000
H 7.285 0.655 3.815 0.0000
H 8.864 1.951 1.623 0.0000
H 7.872 3.356 2.009 0.0000
H 7.830 2.678 0.379 0.0000
S -3.028 0.543 -1.210 0.0059
C -3.144 1.535 -2.621 0.0036
C -4.361 1.485 -3.350 0.0003
N -5.366 1.429 -3.916 0.0006
C -2.040 2.275 -3.061 0.0008
S -0.612 2.561 -2.241 0.0007
C -2.176 2.913 -4.353 0.0001
N -2.271 3.437 -5.372 0.0001
C -5.064 -1.071 3.433 0.0203
C -5.381 -1.972 2.284 0.1495
C -4.483 -2.255 1.331 -0.0627
C -3.228 -1.538 1.264 0.1183
C -3.171 -0.218 1.946 0.0758
C -3.747 -0.304 3.364 0.0516
N -2.171 -1.931 0.563 -0.1259
N -2.326 -3.016 -0.134 0.5032
C -1.154 -3.399 -0.791 -0.0837
C -1.266 -4.332 -1.823 0.1097
C -0.116 -4.703 -2.491 -0.0471
C 1.098 -4.148 -2.104 0.1006
C 1.109 -3.234 -1.059 -0.0311
N 0.008 -2.859 -0.414 0.0802
H -5.208 -1.632 4.364 0.0103
H -6.356 -2.446 2.278 -0.0035
H -4.686 -2.999 0.574 0.0135
H -2.148 0.161 1.972 0.0212
H -2.996 -0.549 4.112 0.0097
H -2.242 -4.721 -2.079 0.0023
H -0.160 -5.413 -3.307 -0.0012
H 2.024 -4.410 -2.598 0.0027
H 2.039 -2.783 -0.727 0.0026
C -4.561 0.084 6.763 -0.0007
C -5.295 1.163 5.962 0.0005
N -4.589 1.728 4.813 0.0018
C -3.238 2.195 5.118 0.0014
C -3.233 3.355 6.099 -0.0001
C -4.634 0.976 3.583 -0.0071
O -5.833 0.155 3.475 0.0079
C -4.428 1.800 2.357 -0.0006
C -4.393 3.131 2.237 0.0029
C -3.961 3.737 1.006 0.0035
C -3.463 2.932 0.038 0.0002
N -3.422 1.578 0.144 -0.0015
C -4.071 0.873 1.234 0.0670
H -5.230 -0.320 7.525 0.0000
H -3.683 0.482 7.274 0.0001
H -4.233 -0.746 6.135 0.0003
H -5.534 1.992 6.632 0.0002
H -6.243 0.776 5.599 0.0004
H -2.782 2.522 4.184 0.0001
H -2.603 1.383 5.503 -0.0001
H -3.854 4.171 5.724 0.0001
H -2.216 3.725 6.232 0.0000
H -3.612 3.064 7.081 0.0000
H -4.653 3.737 3.099 0.0003
H -3.944 4.807 0.872 0.0004
H -3.044 3.327 -0.878 0.0000
H -4.960 0.343 0.854 -0.0008
```


2.
DFT (ωB97M-V with the def2-TZVPD basis set) results for a molecular structure, C41H44As2CrO4.

Values from the calculation:
* Kohn-Sham gap (alpha / beta): 7.76 / 8.71 eV
* relative energy (zero: lowest compared OMol25 entry of this formula, charge and spin): 0.000 eV
* multiplicity: 5
* LUMO (alpha / beta): 0.28 / 0.22 eV

Structure (XYZ):
```
92
Properties=species:S:1:pos:R:3:mulliken_spin:R:1
Cr 0.845 -0.747 -0.396 3.9232
C 4.595 -1.229 -1.734 -0.0034
As 3.421 -1.038 -0.198 0.1101
C 4.161 0.509 0.711 0.0224
C 3.977 -2.511 0.953 -0.0107
C 5.181 -3.174 0.735 -0.0044
C 5.559 -4.235 1.544 0.0011
C 4.731 -4.642 2.579 -0.0014
C 3.529 -3.986 2.799 -0.0036
C 3.135 -2.922 1.994 0.0537
As 1.444 -1.968 2.299 -0.0219
C 1.273 -2.237 4.232 0.0245
C 0.210 -3.381 1.725 0.0046
H 5.642 -1.087 -1.470 -0.0012
H 4.295 -0.476 -2.461 -0.0027
H 4.456 -2.216 -2.171 -0.0006
H 5.204 0.348 0.978 0.0003
H 3.562 0.692 1.601 -0.0018
H 4.062 1.369 0.049 -0.0004
H 5.834 -2.867 -0.072 -0.0004
H 6.499 -4.742 1.366 0.0002
H 5.020 -5.470 3.213 -0.0004
H 2.889 -4.313 3.611 -0.0006
H 0.966 -3.258 4.456 0.0014
H 0.519 -1.551 4.609 -0.0030
H 2.226 -2.025 4.716 -0.0003
H 0.446 -4.321 2.223 0.0013
H 0.263 -3.521 0.644 -0.0030
H -0.803 -3.061 1.976 0.0024
C -3.613 3.842 -0.501 0.0001
C -3.080 2.638 0.268 -0.0005
C -3.577 2.632 1.697 0.0006
O -1.672 2.608 0.255 -0.0044
C -1.308 1.952 -0.952 -0.0046
C -2.365 0.809 -1.030 0.0307
O -3.486 1.439 -0.402 0.0003
C -2.171 -0.638 -0.467 -0.2073
O -0.918 -1.108 -0.846 0.0242
C -3.224 -1.542 -1.135 -0.0030
C -4.544 -1.146 -1.346 -0.0017
C -5.459 -2.014 -1.927 0.0004
C -5.078 -3.294 -2.302 -0.0001
C -3.767 -3.696 -2.094 0.0008
C -2.851 -2.827 -1.519 0.0019
C -2.316 -0.713 1.065 0.0578
C -1.408 -0.024 1.870 0.0318
C -1.465 -0.119 3.252 0.0190
C -2.424 -0.914 3.866 -0.0012
C -3.332 -1.603 3.077 0.0014
C -3.279 -1.499 1.690 -0.0059
C 0.252 1.912 -1.017 -0.1813
O 0.853 1.112 -0.049 -0.0157
C 0.780 1.466 -2.391 0.0883
C 2.089 1.822 -2.725 0.0605
C 2.674 1.385 -3.901 -0.0071
C 1.963 0.564 -4.772 0.0023
C 0.668 0.199 -4.450 -0.0126
C 0.080 0.647 -3.270 0.0614
C 0.662 3.377 -0.788 0.0177
C 0.396 4.353 -1.742 0.0025
C 0.748 5.675 -1.518 0.0013
C 1.378 6.038 -0.335 0.0000
C 1.652 5.066 0.617 0.0009
C 1.294 3.743 0.391 0.0003
H -3.320 4.761 0.006 0.0000
H -4.700 3.790 -0.551 0.0000
H -3.225 3.864 -1.519 -0.0002
H -3.207 3.518 2.213 0.0000
H -3.232 1.741 2.215 -0.0006
H -4.667 2.650 1.703 0.0000
H -1.587 2.598 -1.797 0.0043
H -2.627 0.671 -2.082 0.0024
H -4.864 -0.159 -1.047 -0.0001
H -6.479 -1.685 -2.083 0.0000
H -5.793 -3.969 -2.753 0.0000
H -3.452 -4.692 -2.384 0.0000
H -1.826 -3.135 -1.366 -0.0057
H -0.666 0.621 1.417 -0.0174
H -0.762 0.449 3.851 0.0001
H -2.471 -0.986 4.946 0.0001
H -4.091 -2.223 3.536 0.0001
H -4.001 -2.045 1.100 -0.0002
H 2.647 2.467 -2.056 -0.0010
H 3.684 1.691 -4.144 0.0003
H 2.415 0.223 -5.694 0.0000
H 0.101 -0.441 -5.114 0.0018
H -0.920 0.319 -3.035 -0.0234
H -0.076 4.079 -2.679 -0.0004
H 0.536 6.424 -2.271 -0.0001
H 1.656 7.069 -0.160 0.0000
H 2.141 5.339 1.544 0.0000
H 1.493 2.977 1.128 -0.0048
```